C4H6FN in the gas phase. Source: the Open Molecules 2025 dataset; level of theory: ωB97M-V/def2-TZVPD.

Values from the calculation:
Orbital gap: 0.4203 hartree
ΔE to the lowest compared entry with this formula, charge and spin: 1.723 eV
SMILES: C#C[C@@](C)(N)F
Energy: -310.55425 a.u.

Structure (ORCA input):
```
! RIJCOSX wB97M-V def2-TZVPD def2/J DEFGRID3
* xyz 0 1
C 2.48 0.27 0.04
C 1.31 0.12 0.02
C -0.13 -0.29 -0.05
C -1.03 0.50 0.90
N -0.66 -0.31 -1.40
F -0.19 -1.59 0.56
H 3.43 0.67 -0.05
H -1.95 0.08 0.66
H -0.66 0.30 1.98
H -0.85 1.61 0.67
H -0.09 -0.88 -2.01
H -1.66 -0.47 -1.33
*
```

***

A molecular structure, C6H12. Source: the Open Molecules 2025 dataset; level of theory: ωB97M-V/def2-TZVPD.

Values from the calculation:
Orbital gap: 0.2832 hartree
ΔE to the lowest compared entry with this formula, charge and spin: 4.915 eV
Energy: -235.63761 a.u.

Structure (ORCA input):
```
! RIJCOSX wB97M-V def2-TZVPD def2/J DEFGRID3
* xyz 0 1
C 1.35 -1.26 0.10
C 1.24 -0.67 -1.18
C 0.05 0.77 -1.25
C -1.10 0.63 -0.46
C -1.27 1.17 0.92
C -0.74 -0.12 1.48
H 0.21 -0.70 0.77
H 2.17 -0.95 0.75
H 1.05 -2.30 0.23
H 2.09 -0.11 -1.55
H 0.82 -1.31 -1.96
H -0.13 0.72 -2.33
H 0.69 1.61 -0.98
H -1.89 -0.03 -0.82
H -0.62 2.02 1.11
H -2.30 1.43 1.19
H -1.51 -0.87 1.63
H -0.11 -0.03 2.36
*
```

***

A molecular structure, C6H10O3. Source: the Open Molecules 2025 dataset; level of theory: ωB97M-V/def2-TZVPD.

Values from the calculation:
Orbital gap: 0.3697 hartree
ΔE to the lowest compared entry with this formula, charge and spin: 8.194 eV
Energy: -460.04929 a.u.

Structure (ORCA input):
```
! RIJCOSX wB97M-V def2-TZVPD def2/J DEFGRID3
* xyz 0 1
C -1.87 -0.19 -0.27
C -1.13 1.35 -0.31
C 0.25 0.71 -0.13
C 0.22 -0.17 0.97
C 0.09 -1.38 0.17
C 2.21 -0.07 -0.42
H -3.08 0.01 -0.81
H -2.22 -0.19 0.86
H -1.47 2.18 0.48
H -0.99 1.69 -1.42
H 0.13 -0.08 -0.98
H -0.71 0.30 1.49
H 1.14 -0.31 1.74
H 0.02 -2.33 0.69
H 2.99 0.00 -1.10
H 2.68 -0.12 0.66
O -1.10 -1.21 -0.74
O 1.27 -1.40 -0.53
O 1.58 1.23 -0.35
*
```